(w)
C4H8N2O3 | wB97M-V/def2-TZVPD

The geometry in XYZ format:
```
17
Properties=species:S:1:pos:R:3
N 2.349 0.578 -0.225
C 1.886 -0.651 0.022
O 2.480 -1.701 -0.215
C 0.464 -0.697 0.506
C -0.595 -0.033 -0.391
N -0.621 1.416 -0.227
C -1.918 -0.680 -0.274
O -2.575 -1.123 -1.172
O -2.467 -0.550 0.921
H 3.211 0.642 -0.746
H 1.857 1.469 -0.175
H 0.278 -0.218 1.492
H 0.236 -1.724 0.807
H -0.303 -0.245 -1.409
H -1.255 1.576 0.551
H -1.032 1.924 -1.003
H -1.994 0.018 1.537
```

Summary:
- SMILES string: NC(=O)C[C@H](N)C(=O)O
- Orbital gap: 10.256 eV
- Highest occupied orbital energy: -9.98 eV
- Lowest unoccupied orbital energy: 0.279 eV

=====

(x)
C4H8N2O3 | wB97M-V/def2-TZVPD

The geometry in XYZ format:
```
17
Properties=species:S:1:pos:R:3
C -0.978 1.958 -1.238
C -0.318 1.030 -0.072
C -0.582 -1.118 1.140
C 0.400 -2.191 0.524
H 0.804 3.143 -1.631
H -0.001 3.777 -0.439
H -2.275 2.134 -0.831
H -1.084 1.334 -2.280
H -1.724 -0.237 -0.636
H -1.302 -1.617 1.461
H 0.043 -0.730 1.939
H 1.087 -0.383 -0.035
N -0.261 3.319 -1.364
N -1.053 -0.031 0.341
O 0.903 1.255 0.211
O 0.451 -3.366 0.591
O 1.462 -1.453 0.134
```

Summary:
- Orbital gap: 10.180 eV
- Highest occupied orbital energy: -10.15 eV
- Lowest unoccupied orbital energy: 0.030 eV

=====

(y)
C4H8N2O3 | wB97M-V/def2-TZVPD

The geometry in XYZ format:
```
17
Properties=species:S:1:pos:R:3
C -1.455 0.032 -2.134
C -0.237 -0.244 -1.297
O 0.624 -1.026 -1.618
C -0.174 0.546 0.002
N 0.893 0.088 0.900
N 1.284 1.039 1.876
C 0.588 -1.193 1.588
O -0.024 -1.279 2.607
O 1.219 -2.088 0.876
H -1.755 1.076 -2.079
H -1.269 -0.255 -3.166
H -2.276 -0.574 -1.747
H -1.155 0.523 0.498
H 0.039 1.585 -0.274
H 1.670 1.852 1.409
H 0.495 1.326 2.455
H 1.533 -1.410 0.105
```

Summary:
- SMILES string: CC(=O)CN(N)C(=O)O
- Orbital gap: 10.089 eV
- Highest occupied orbital energy: -9.57 eV
- Lowest unoccupied orbital energy: 0.520 eV

=====

Which is most stable, and by how much? (w), by 0.0573 hartree.

=====

(w)
C4H8O | wB97M-V/def2-TZVPD

The geometry in XYZ format:
```
13
Properties=species:S:1:pos:R:3
C 1.132 -1.182 1.107
C 0.742 -0.500 0.097
C 1.231 0.521 -0.788
C -2.001 0.326 -0.172
O -1.369 -0.804 -0.297
H 0.439 -1.811 1.619
H 2.094 -1.144 1.622
H 0.918 0.402 -1.781
H 1.066 1.620 -0.286
H 2.306 0.576 -0.618
H -2.204 0.670 0.911
H -2.903 0.161 -0.717
H -1.453 1.165 -0.697
```

Summary:
- Orbital gap: 8.820 eV
- Highest occupied orbital energy: -8.84 eV
- Lowest unoccupied orbital energy: -0.025 eV

=====

(x)
C4H8O | wB97M-V/def2-TZVPD

The geometry in XYZ format:
```
13
Properties=species:S:1:pos:R:3
C -0.886 1.388 0.663
C -0.524 -0.038 0.193
C 0.742 -0.073 -0.645
C 0.811 -1.530 -0.243
O 0.023 -1.221 0.935
H -1.584 1.484 1.498
H -0.010 2.019 0.858
H -1.388 1.857 -0.204
H -1.404 -0.525 -0.223
H 0.745 0.274 -1.677
H 1.497 0.460 -0.056
H 1.787 -1.959 -0.003
H 0.304 -2.183 -0.977
```

Summary:
- Orbital gap: 10.833 eV
- Highest occupied orbital energy: -9.65 eV
- Lowest unoccupied orbital energy: 1.188 eV

=====

Which is most stable, and by how much? (x), by 0.1186 hartree.

=====

(w)
C4H8O | wB97M-V/def2-TZVPD

The geometry in XYZ format:
```
13
Properties=species:S:1:pos:R:3
C 0.359 -0.828 -0.443
C -0.639 -0.122 -0.988
C -1.303 0.176 0.342
C -0.128 -0.639 0.971
H 1.215 -1.371 -0.831
H -0.915 0.086 -2.018
H -1.397 1.218 0.676
H -2.273 -0.314 0.443
H 0.512 -0.106 1.688
H -0.433 -1.589 1.414
O 1.972 1.103 -0.667
H 2.010 1.302 0.276
H 1.019 1.084 -0.863
```

Summary:
- SMILES string: C1=CCC1.O
- Orbital gap: 10.384 eV
- Highest occupied orbital energy: -9.37 eV
- Lowest unoccupied orbital energy: 1.017 eV

=====

(x)
C4H8O | wB97M-V/def2-TZVPD

The geometry in XYZ format:
```
13
Properties=species:S:1:pos:R:3
C 1.345 1.006 0.641
C -0.065 0.651 0.179
C -0.200 -0.832 -0.178
C -1.529 -1.149 -0.829
O -2.042 -0.436 -1.657
H 2.079 0.790 -0.143
H 1.626 0.426 1.528
H 1.426 2.067 0.896
H -0.785 0.895 0.970
H -0.351 1.248 -0.693
H 0.581 -1.112 -0.901
H -0.053 -1.467 0.703
H -2.032 -2.089 -0.516
```

Summary:
- SMILES string: CCCC=O
- Orbital gap: 10.871 eV
- Highest occupied orbital energy: -9.83 eV
- Lowest unoccupied orbital energy: 1.038 eV

=====

(y)
C4H8O | wB97M-V/def2-TZVPD

The geometry in XYZ format:
```
13
Properties=species:S:1:pos:R:3
C 1.487 0.413 -0.514
C -0.006 0.212 -0.403
C -0.594 -1.094 0.098
C -1.794 -0.335 0.689
O -0.532 0.998 0.746
H 1.962 0.219 0.452
H 1.716 1.441 -0.814
H 1.920 -0.263 -1.259
H -0.534 0.531 -1.308
H 0.108 -1.590 0.789
H -0.881 -1.799 -0.687
H -1.862 -0.523 1.771
H -0.992 1.791 0.441
```

Summary:
- Orbital gap: 8.466 eV
- Highest occupied orbital energy: -7.68 eV
- Lowest unoccupied orbital energy: 0.789 eV

=====

(z)
C4H8O | wB97M-V/def2-TZVPD

The geometry in XYZ format:
```
13
Properties=species:S:1:pos:R:3
C -0.925 -0.560 0.394
C 0.587 -0.405 0.706
C -1.094 0.738 -0.466
C 1.605 -0.741 -0.300
O -1.616 1.820 0.222
H -1.155 -1.479 -0.134
H -1.624 -0.282 1.215
H 0.796 0.055 1.632
H -0.874 0.740 -1.550
H 2.548 -0.279 0.021
H 1.213 -0.401 -1.307
H 1.774 -1.843 -0.430
H -1.235 2.636 -0.004
```

Summary:
- Orbital gap (alpha / beta): 8.139 / 7.933 eV
- Highest occupied orbital energy (alpha / beta): -7.19 / -7.04 eV
- Lowest unoccupied orbital energy (alpha / beta): 0.947 / 0.893 eV

=====

Which is most stable, and by how much? (x), by 0.0630 hartree.

=====

(w)
C4H8O | wB97M-V/def2-TZVPD

The geometry in XYZ format:
```
13
Properties=species:S:1:pos:R:3
C -0.421 -1.874 -0.398
O -0.524 -0.543 -0.699
C -0.356 0.333 0.402
C 1.111 0.689 0.672
C 0.188 1.702 -0.001
H 0.575 -2.151 0.080
H -1.310 -2.145 0.197
H -0.483 -2.336 -1.444
H -0.961 0.210 1.353
H 1.305 0.908 1.706
H 1.775 0.156 0.071
H -0.083 2.596 0.645
H 0.242 2.003 -1.063
```

Summary:
- SMILES string: COC1CC1
- Orbital gap: 10.642 eV
- Highest occupied orbital energy: -9.44 eV
- Lowest unoccupied orbital energy: 1.204 eV

=====

(x)
C4H8O | wB97M-V/def2-TZVPD

The geometry in XYZ format:
```
13
Properties=species:S:1:pos:R:3
C 2.231 -1.146 0.683
C 1.171 -0.143 0.344
O 1.370 0.864 -0.281
H 2.568 -1.608 -0.249
H 1.907 -1.919 1.372
H 3.104 -0.657 1.114
H 0.173 -0.345 0.770
C -1.883 1.460 -0.493
C -2.257 0.218 -0.753
H -2.639 2.217 -0.650
H -0.857 1.723 -0.286
H -3.269 -0.030 -1.039
H -1.619 -0.633 -0.533
```

Summary:
- SMILES string: CC=O.C=C
- Orbital gap: 11.013 eV
- Highest occupied orbital energy: -9.96 eV
- Lowest unoccupied orbital energy: 1.053 eV

=====

Which is most stable, and by how much? (x), by 0.0194 hartree.

=====

(w)
C4H8O | wB97M-V/def2-TZVPD

The geometry in XYZ format:
```
13
Properties=species:S:1:pos:R:3
C 1.448 0.949 -0.474
C 1.658 0.175 0.586
O 1.446 -1.163 0.665
H 1.697 2.001 -0.427
H 1.030 0.560 -1.401
H 2.030 0.565 1.529
H 1.137 -1.470 -0.198
C -1.814 0.370 0.109
C -1.674 -0.914 -0.203
H -1.544 0.751 1.090
H -2.195 1.097 -0.605
H -1.283 -1.628 0.517
H -1.936 -1.294 -1.188
```

Summary:
- SMILES string: C=CO.C=C
- Orbital gap: 10.077 eV
- Highest occupied orbital energy: -9.01 eV
- Lowest unoccupied orbital energy: 1.066 eV

=====

(x)
C4H8O | wB97M-V/def2-TZVPD

The geometry in XYZ format:
```
13
Properties=species:S:1:pos:R:3
O -0.787 0.194 -1.449
C 0.362 0.296 -0.790
C 1.225 0.983 -0.121
C 1.650 -0.390 -0.687
H -1.227 1.054 -1.454
H 1.546 1.972 0.158
H 1.863 -1.264 -0.050
H 2.167 -0.381 -1.648
C -1.376 -0.497 1.222
H -1.305 -0.816 2.256
H -1.422 -1.353 0.542
H -2.219 0.169 1.026
H -0.477 0.035 0.996
```

Summary:
- SMILES string: OC1=CC1.C
- Orbital gap: 9.464 eV
- Highest occupied orbital energy: -8.75 eV
- Lowest unoccupied orbital energy: 0.711 eV

=====

Which is most stable, and by how much? (w), by 0.0605 hartree.

=====

(w)
C2H8OS | wB97M-V/def2-TZVPD

The geometry in XYZ format:
```
12
Properties=species:S:1:pos:R:3
C 3.899 2.397 -1.826
C 2.646 1.587 -1.697
O 2.822 0.186 -1.412
H 4.517 2.352 -0.917
H 4.599 2.019 -2.570
H 3.756 3.473 -1.932
H 2.071 1.657 -2.619
H 2.061 2.004 -0.870
H 1.975 -0.128 -1.720
S -4.550 -1.940 2.363
H -4.389 -2.947 1.506
H -3.446 -2.194 3.060
```

Summary:
- SMILES string: CCO.S
- Orbital gap: 10.719 eV
- Highest occupied orbital energy: -9.84 eV
- Lowest unoccupied orbital energy: 0.881 eV

=====

(x)
C2H8OS | wB97M-V/def2-TZVPD

The geometry in XYZ format:
```
12
Properties=species:S:1:pos:R:3
C 1.827 -0.342 0.986
O 1.591 0.886 0.255
H 2.905 -0.524 1.013
H 1.396 -1.191 0.481
H 1.530 -0.082 2.000
H 1.013 0.622 -0.470
C -1.863 0.529 -0.349
S -0.875 -0.439 -1.658
H -2.278 1.262 -1.032
H -1.043 0.903 0.251
H -2.619 -0.054 0.154
H -1.584 -1.571 -1.631
```

Summary:
- SMILES string: CO.CS
- Orbital gap: 10.163 eV
- Highest occupied orbital energy: -9.44 eV
- Lowest unoccupied orbital energy: 0.726 eV

=====

Which is most stable, and by how much? (w), by 0.0123 hartree.